# 1
Molecular formula: C24H29BrN5O3PdSSi
Method: DFT, ωB97M-V with the def2-TZVPD basis set

Properties
Energy, eV: -131180.477
Frontier orbital gap (spin up / spin down), eV: 9.3 / 4.8
Net charge: +1
Multiplicity: 5
HOMO level (spin up / spin down), eV: -11.395 / -11.393

The geometry in XYZ format:
```
65
Properties=species:S:1:pos:R:3:forces:R:3:lowdin_spin:R:1
Pd 0.159663 0.280777 0.070690 -0.027 -0.038 -0.004 1.4560
N -1.263051 0.811393 1.728087 0.006 0.005 -0.054 0.1048
C -1.269952 -0.043983 2.932228 0.013 -0.012 0.018 0.0083
C -1.919919 -1.384419 2.657575 0.023 -0.039 -0.011 -0.0002
N -1.251277 -2.057228 1.551262 -0.030 0.000 0.131 0.0013
H -0.898220 1.724471 1.973489 -0.040 0.085 0.028 0.0003
H -2.212399 0.947296 1.393356 0.009 -0.014 -0.035 0.0023
H -1.794607 0.452931 3.751860 -0.001 0.004 -0.013 0.0045
H -0.233931 -0.184125 3.241739 -0.011 -0.007 0.013 0.0003
H -2.967544 -1.228298 2.381990 -0.008 0.000 0.003 -0.0001
H -1.922435 -1.948997 3.597175 0.001 -0.010 -0.008 0.0000
H -1.707048 -2.934090 1.330608 -0.014 0.001 0.029 0.0000
H -0.284141 -2.260612 1.781797 -0.023 0.006 0.021 -0.0002
C -1.107097 3.964942 0.329730 -0.016 -0.025 0.011 0.0101
Si -0.264568 3.360046 -1.222440 0.036 0.015 0.047 0.0367
C -0.643430 4.564524 -2.598195 -0.034 -0.034 -0.001 0.0006
C 1.586371 3.302966 -1.040467 0.050 -0.026 -0.005 0.0268
N -0.769963 1.643975 -1.447584 -0.016 -0.002 0.001 0.4510
C -1.402644 1.061679 -2.461622 0.023 -0.031 0.003 0.0744
C -1.966067 1.770493 -3.573599 -0.002 0.018 0.025 0.1160
C -2.508556 1.124342 -4.646710 -0.005 -0.007 -0.005 0.0043
C -2.525278 -0.276205 -4.689765 -0.003 0.008 0.002 0.1831
C -2.042419 -1.021709 -3.624723 0.007 0.002 0.014 -0.0145
C -1.529697 -0.378636 -2.516674 0.009 0.004 0.012 0.1430
O -1.073881 -1.044180 -1.418746 -0.029 0.017 -0.027 0.1000
C -1.222291 -2.442051 -1.323772 -0.018 0.023 -0.078 0.0029
C -0.076770 -3.203270 -1.245172 -0.012 -0.002 -0.039 0.0077
C -0.202528 -4.576814 -1.075597 0.012 0.006 -0.001 0.0001
C -1.458894 -5.156903 -0.992523 -0.004 -0.012 0.011 0.0029
C -2.598826 -4.364620 -1.070590 -0.012 0.003 -0.003 -0.0003
C -2.486952 -2.992324 -1.230709 0.006 0.001 -0.060 0.0032
H -1.128719 5.056832 0.309003 -0.004 0.002 -0.004 0.0013
H -0.575177 3.684998 1.239619 0.028 -0.051 0.009 -0.0001
H -2.142568 3.624437 0.396693 0.001 0.005 0.012 0.0001
H -0.137149 5.493961 -2.321026 -0.010 0.000 0.008 0.0001
H -1.703172 4.801591 -2.707379 0.007 -0.013 -0.003 -0.0002
H -0.242272 4.262853 -3.566290 0.000 -0.009 -0.015 0.0001
H 1.944239 4.317630 -0.845488 0.010 0.003 -0.003 0.0031
H 2.058562 2.978432 -1.972515 0.011 0.024 -0.012 0.0074
H 1.932931 2.669349 -0.221756 -0.046 0.070 -0.028 0.0011
H -1.953555 2.846231 -3.551788 0.019 0.028 0.013 0.0043
H -2.916896 1.694669 -5.469365 0.000 -0.002 0.000 -0.0027
H -2.926226 -0.787347 -5.554229 0.000 0.000 0.001 0.0096
H -2.071736 -2.100365 -3.658991 -0.002 -0.009 0.005 -0.0039
H 0.896406 -2.731356 -1.287905 0.000 -0.002 0.000 0.0071
H 0.686049 -5.189536 -1.007373 0.000 -0.001 0.000 0.0000
H -1.552909 -6.226339 -0.863209 -0.001 0.001 0.001 0.0002
H -3.579501 -4.815582 -0.999162 0.000 0.000 0.001 0.0000
H -3.362445 -2.357373 -1.272957 -0.001 0.002 0.002 -0.0001
Br 5.162658 -3.052087 4.844802 0.002 -0.002 0.002 0.0002
C 4.510374 -1.396334 4.227760 0.001 0.001 0.002 0.0004
C 5.043671 -0.212299 4.726036 -0.001 0.004 -0.001 -0.0009
N 4.630170 0.986775 4.332053 -0.003 -0.003 -0.003 0.0005
C 3.666194 1.044658 3.420616 0.006 0.006 0.006 0.0008
C 3.075549 -0.087109 2.872015 -0.011 0.001 -0.007 0.0052
C 3.507556 -1.341745 3.283501 0.003 -0.003 0.001 0.0012
C 2.007398 0.033917 1.855532 -0.014 0.066 -0.006 0.0088
O 1.449251 -0.997411 1.383083 0.082 0.067 0.028 0.0831
O 1.637586 1.183435 1.453351 -0.002 -0.059 0.009 0.1272
H 5.832511 -0.240675 5.468209 0.000 0.000 0.000 0.0000
H 3.344911 2.029940 3.106362 0.000 0.000 0.000 0.0006
H 3.070471 -2.238044 2.865963 0.002 -0.001 0.000 0.0005
S 1.973029 0.055669 -1.762355 0.036 -0.065 -0.055 0.6557
C 3.365176 -0.170998 -0.929026 0.016 -0.008 0.014 0.0818
N 4.355980 -0.332160 -0.336454 -0.017 0.010 -0.007 0.2823
```
Positions in Å, forces in eV/Å.

=====

# 2
Molecular formula: C2H10N2S
Method: DFT, ωB97M-V with the def2-TZVPD basis set

Properties
Energy, eV: -16050.391
Frontier orbital gap, eV: 9.7
Net charge: 0
HOMO level, eV: -8.878
SMILES string: NCCN.S

The geometry in XYZ format:
```
15
Properties=species:S:1:pos:R:3:forces:R:3:nbo_charge:R:1
N -1.744714 -1.498302 -1.064064 0.026 0.304 -0.537 -0.8244
C -1.261716 -0.780475 0.106057 0.252 -1.135 0.338 -0.2240
C 0.003199 0.050238 -0.020561 -0.001 0.783 -0.080 -0.2401
N 0.466388 0.574187 1.257672 -0.106 0.469 -0.555 -0.8517
H -1.045929 -2.139524 -1.427272 -0.018 0.028 0.237 0.3540
H -1.970030 -0.885961 -1.838863 -0.086 0.154 0.062 0.3500
H -1.069072 -1.572418 0.830826 -0.108 0.160 0.393 0.1871
H -2.052980 -0.129552 0.509499 0.145 -0.270 -0.155 0.1860
H -0.273311 0.861274 -0.720937 0.468 0.124 0.333 0.1804
H 0.904458 -0.404576 -0.440543 -0.514 -0.609 -0.226 0.2057
H -0.118243 1.193506 1.783240 -0.091 -0.103 0.281 0.3920
H 1.255122 0.154643 1.711760 -0.436 -0.492 0.361 0.4007
S 2.922517 1.891146 -0.088149 -2.407 -1.706 -1.841 -0.4754
H 1.737295 1.431872 0.701966 1.328 0.895 -0.986 0.2182
H 2.247021 1.253939 -1.300624 1.548 1.399 2.374 0.1417
```
Positions in Å, forces in eV/Å.

=====

# 3
Molecular formula: H4InO6P
Method: DFT, ωB97M-V with the def2-TZVPD basis set

Properties
Energy, eV: -26801.515
Frontier orbital gap (spin up / spin down), eV: 6.7 / 5.9
Net charge: +1
Multiplicity: 2
HOMO level (spin up / spin down), eV: -15.490 / -15.316

The geometry in XYZ format:
```
12
Properties=species:S:1:pos:R:3:forces:R:3:lowdin_spin:R:1
In -1.101489 25.083379 -25.799517 0.026 -0.789 0.014 0.0455
P 0.747655 25.372478 -22.784752 1.892 -2.956 0.437 -0.0033
O -0.705346 25.792706 -22.988955 -2.318 1.060 -0.338 0.8262
O 0.894249 23.897995 -22.495029 0.858 2.521 0.130 0.0651
O 1.240814 26.293333 -21.633794 0.278 0.029 0.225 -0.7223
O 1.310394 25.689955 -24.215302 0.136 0.054 0.138 0.7772
O -1.102179 22.946022 -23.759129 -0.719 0.171 -0.977 0.0104
H -1.445896 22.236728 -23.215990 -0.395 -0.240 0.055 -0.0002
H -0.337663 23.266096 -23.280266 0.439 -0.295 0.395 -0.0040
O 0.440150 22.595542 -26.287753 -0.244 0.651 -0.111 0.0053
H 0.651356 21.861289 -25.711129 -0.080 -0.159 0.397 0.0001
H 0.659623 22.282404 -27.165257 0.125 -0.048 -0.365 0.0000
```
Positions in Å, forces in eV/Å.

=====

# 4
Molecular formula: C56H75CsN12P
Method: DFT, ωB97M-V with the def2-TZVPD basis set

Properties
Energy, eV: -87004.487
Frontier orbital gap, eV: 7.2
Net charge: +1
HOMO level, eV: -9.465

The geometry in XYZ format:
```
145
Properties=species:S:1:pos:R:3:forces:R:3:mulliken_charge:R:1
Cs -0.329624 -1.209805 -0.063978 0.211 0.090 -0.443 1.5525
C 0.358016 -6.083807 -0.029232 -0.052 0.029 0.004 -0.4909
C -0.422149 -4.972011 -0.325612 0.026 0.023 0.047 -0.1626
N -0.116733 -4.142785 -1.317284 0.003 -0.173 0.038 -0.2938
C 0.960155 -4.454260 -2.042327 -0.224 0.142 -0.027 0.9713
C 1.748662 -5.554833 -1.724551 0.011 -0.022 -0.006 -0.7632
N 1.456724 -6.366485 -0.714726 0.045 -0.018 -0.016 -0.5722
C 1.213894 -3.626870 -3.250864 0.100 -0.112 -0.023 -0.4344
C 1.490516 -4.280914 -4.444193 0.024 0.026 -0.042 -0.4671
C 1.632440 -3.541885 -5.611365 -0.001 0.002 -0.009 0.1223
C 1.507741 -2.163721 -5.503346 -0.030 -0.034 0.031 -0.4532
C 1.270005 -1.593949 -4.257620 0.037 -0.005 -0.095 -0.0293
N 1.107836 -2.302110 -3.140903 -0.002 0.007 0.017 -0.1725
C 1.268873 -0.108931 -4.171358 -0.010 0.004 0.054 0.7991
C 0.463512 0.657234 -5.009182 0.017 0.015 -0.003 -0.7884
N 0.535321 1.983853 -5.039083 -0.016 -0.035 -0.031 -0.5204
C 1.435838 2.538720 -4.240115 0.035 0.017 0.077 -0.3388
C 2.223674 1.777246 -3.382522 -0.050 0.058 -0.036 -0.1743
N 2.132342 0.456353 -3.328284 -0.004 -0.042 0.001 -0.5694
C 1.908872 -4.194836 -6.911198 -0.003 0.003 0.015 0.3403
C 2.774343 -5.278771 -6.998103 -0.018 0.021 -0.009 -0.5485
C 3.002645 -5.852819 -8.239410 0.007 -0.003 0.029 -0.3829
N 2.432049 -5.427412 -9.361667 0.005 -0.014 -0.040 -0.6006
C 1.602941 -4.392364 -9.272522 -0.014 0.014 0.006 -0.3983
C 1.312017 -3.743481 -8.082369 0.015 -0.010 0.025 -0.5627
H 0.088294 -6.751065 0.780621 0.002 -0.010 0.001 0.4454
H -1.306127 -4.746801 0.258151 -0.005 0.015 0.010 0.6305
H 2.642926 -5.776960 -2.295592 0.004 -0.004 0.005 0.4927
H 1.546110 -5.360912 -4.471618 -0.025 -0.005 0.012 0.8427
H 1.645120 -1.529978 -6.369310 0.006 0.017 0.006 0.7797
H -0.256248 0.183261 -5.667491 -0.012 0.009 0.002 0.5377
H 1.527469 3.618786 -4.263698 0.003 0.005 -0.016 0.4555
H 2.942231 2.251885 -2.726028 0.016 -0.008 0.010 0.6349
H 3.283054 -5.656782 -6.121085 0.013 -0.015 -0.007 0.4871
H 3.680133 -6.693302 -8.335335 0.004 -0.004 0.002 0.3704
H 1.143764 -4.065790 -10.198317 -0.003 0.004 -0.003 0.3689
H 0.613752 -2.916946 -8.068637 -0.005 0.002 -0.020 0.4820
C 2.573109 0.385020 2.226042 0.007 -0.037 -0.014 -0.8945
N 1.905471 1.048980 3.328729 -0.019 -0.021 0.019 0.6341
C 2.828303 1.315631 4.425533 0.014 0.011 -0.005 -1.2239
C 0.603104 0.670586 3.606020 0.011 0.023 -0.028 -0.0427
N 0.069194 -0.253683 2.884008 0.027 0.008 0.082 0.9561
C -1.304171 -0.489280 2.832632 -0.044 -0.006 0.026 -1.8756
C -2.212061 0.543814 2.746097 0.066 -0.031 -0.003 1.0619
C -3.595715 0.309043 2.666822 -0.015 -0.001 0.007 -1.1120
C -4.073090 -0.965680 2.667665 -0.005 -0.011 0.000 -1.3011
C -3.181772 -2.067518 2.711699 -0.077 0.056 0.078 1.0293
C -3.711469 -3.379469 2.752486 0.049 -0.042 0.013 -1.0021
C -2.874926 -4.452656 2.829666 -0.017 -0.001 0.001 -1.1506
C -1.485004 -4.259375 2.789277 0.114 -0.007 -0.033 -0.5314
C -0.914971 -3.005689 2.700968 -0.002 0.055 0.139 -0.9680
N 0.452255 -2.878586 2.419139 -0.101 -0.236 -0.012 0.7301
C 1.338219 -3.539557 3.085827 0.047 0.140 0.026 -0.3391
N 1.201314 -3.977726 4.385933 0.003 0.008 -0.024 0.5885
C 1.619710 -5.307482 4.785114 0.008 -0.016 0.006 -1.2527
C 0.335943 -3.286160 5.316858 0.018 -0.005 -0.029 -0.9742
N 2.557988 -3.801239 2.508383 0.009 -0.016 -0.006 0.2739
C 2.726248 -3.554843 1.093162 -0.023 -0.003 0.012 -0.1360
C 3.791518 -3.722593 3.274601 -0.010 -0.009 -0.009 -1.2760
C -1.774464 -1.850002 2.740801 -0.110 -0.044 0.177 1.1914
N 0.028599 1.322324 4.679213 -0.012 0.009 0.008 0.5227
C 0.141854 2.759840 4.838298 0.011 -0.001 0.005 -1.4825
C -0.975994 0.701508 5.515025 0.004 -0.008 0.003 -0.7595
H 3.441478 0.977116 1.934237 0.009 -0.014 0.006 0.5945
H 1.912771 0.282144 1.370488 -0.033 0.100 0.030 -0.1932
H 2.905655 -0.620461 2.513431 -0.005 -0.002 -0.011 0.0915
H 3.542213 2.084885 4.128420 0.000 -0.001 0.002 0.3068
H 3.388978 0.409037 4.683504 0.000 0.000 0.002 0.3187
H 2.302958 1.650847 5.311660 -0.009 0.005 0.003 0.4551
H -1.834822 1.559082 2.762082 -0.015 0.023 -0.034 -0.2998
H -4.279189 1.148007 2.629984 -0.002 -0.001 -0.008 0.3841
H -5.137090 -1.162632 2.638798 -0.005 0.005 0.003 0.4873
H -4.786046 -3.506401 2.741830 -0.006 -0.006 0.003 0.5132
H -3.272196 -5.457907 2.890644 -0.007 -0.003 0.003 0.4201
H -0.824763 -5.120143 2.783080 -0.004 0.006 -0.015 0.5818
H 2.141790 -5.798222 3.967613 0.006 0.005 -0.001 0.3559
H 0.745352 -5.911610 5.050610 -0.001 0.000 -0.003 0.3647
H 2.282595 -5.273344 5.653910 -0.002 0.004 0.001 0.3571
H 0.210576 -2.255129 4.991605 -0.024 0.019 0.001 0.1813
H 0.809791 -3.285753 6.301194 -0.002 0.007 0.002 0.4466
H -0.651526 -3.750165 5.406098 -0.005 -0.009 -0.006 0.2719
H 1.806702 -3.795431 0.568686 0.017 -0.010 -0.009 -0.3520
H 3.530430 -4.187621 0.715890 0.003 0.009 -0.010 0.3827
H 2.981679 -2.507236 0.886756 0.006 0.002 0.001 0.1866
H 3.575910 -3.642059 4.335095 -0.006 -0.009 0.010 0.4209
H 4.366531 -2.840636 2.972798 0.004 -0.001 0.000 0.3865
H 4.409903 -4.605940 3.103923 0.009 0.004 0.005 0.3244
H 0.818946 3.170785 4.093534 0.002 -0.001 -0.001 0.3699
H 0.506765 3.021140 5.835813 0.005 0.005 -0.004 0.3737
H -0.841340 3.227468 4.709106 0.001 0.000 0.003 0.4496
H -0.963106 -0.378141 5.389835 -0.003 0.000 -0.002 0.0601
H -1.986221 1.057248 5.289202 0.002 0.002 0.003 0.2627
H -0.752781 0.932607 6.559595 -0.003 -0.006 0.003 0.4228
C -3.706431 5.474104 2.094760 -0.005 -0.008 -0.011 -1.0722
C -4.017058 3.984312 2.039666 -0.018 0.009 0.002 -0.7728
C -3.397351 3.364994 0.781818 -0.005 -0.035 0.022 -0.7380
C -2.005039 3.951378 0.450368 -0.021 0.022 -0.090 0.4420
C -1.365646 4.534764 1.713088 0.005 0.003 0.021 0.2534
C -2.198039 5.691648 2.285715 0.004 0.012 0.017 -1.0590
P -0.908149 2.657563 -0.303453 -0.081 0.045 0.143 0.9398
C -1.667093 2.301675 -1.966747 0.031 -0.026 0.046 1.8752
C -2.035974 3.508791 -2.869124 -0.014 0.011 0.014 -0.4863
C -3.511812 3.516943 -3.263466 0.010 -0.001 -0.004 -0.8596
C -3.923392 2.219833 -3.961798 -0.003 0.006 0.005 -0.8360
C -3.379718 0.971978 -3.231960 0.044 -0.007 -0.020 -0.5874
C -2.851234 1.324168 -1.845279 0.053 0.048 0.005 -0.9368
C 0.650772 3.576207 -0.747528 0.018 -0.070 0.020 2.7044
C 1.714004 3.403384 0.348011 -0.004 0.047 0.016 0.0487
C 3.116422 3.748023 -0.174358 0.028 -0.009 0.014 -0.9701
C 3.076020 4.884576 -1.208775 0.022 0.006 -0.011 -0.6080
C 1.887958 5.799497 -0.940531 -0.002 0.007 -0.010 -1.0590
C 0.566994 5.053266 -1.183359 -0.019 0.006 -0.004 -0.7034
H -4.265113 5.967048 2.890894 -0.001 -0.004 0.003 0.4858
H -4.036803 5.931453 1.157330 0.000 0.006 0.000 0.3529
H -5.094418 3.808260 2.041967 -0.001 -0.009 0.006 0.6447
H -3.622322 3.497952 2.939389 0.012 0.005 0.001 0.1292
H -4.067378 3.540783 -0.062974 -0.003 0.016 0.008 0.1212
H -3.328084 2.281857 0.903437 -0.008 -0.005 -0.018 -0.0510
H -2.135313 4.772959 -0.262051 -0.004 -0.023 -0.015 0.9833
H -0.356527 4.892570 1.510410 0.012 -0.015 -0.003 0.1536
H -1.259465 3.736347 2.454339 0.006 -0.012 -0.010 -0.9858
H -1.897071 6.628798 1.811939 0.005 -0.003 -0.004 0.3483
H -1.968377 5.798554 3.349103 -0.003 0.006 -0.001 0.4415
H -0.860338 1.741692 -2.465581 -0.016 0.015 0.007 -1.4546
H -1.428356 3.473330 -3.777671 -0.004 0.007 -0.012 0.2286
H -1.796891 4.451009 -2.375299 -0.004 0.000 -0.011 0.1792
H -3.711276 4.369700 -3.914678 -0.003 0.001 0.000 0.5363
H -4.126035 3.669674 -2.371361 0.000 -0.001 -0.003 0.0853
H -3.556670 2.233377 -4.990394 0.003 0.005 0.000 0.3362
H -5.011928 2.175310 -4.023584 0.000 -0.003 -0.009 0.3678
H -2.557149 0.532551 -3.807128 -0.011 -0.005 0.005 0.1146
H -4.151025 0.203432 -3.159445 0.000 0.004 -0.004 0.4773
H -2.560849 0.417046 -1.304705 0.062 0.062 -0.026 0.2756
H -3.645105 1.771109 -1.247005 -0.051 -0.049 -0.050 0.2845
H 1.004449 2.988513 -1.600619 0.015 0.021 0.003 -1.8665
H 1.687640 2.387446 0.742345 0.013 -0.005 -0.012 -1.0682
H 1.479984 4.053328 1.193933 -0.030 -0.002 0.013 0.4222
H 3.591553 2.860536 -0.603755 -0.031 -0.004 -0.013 0.3317
H 3.745502 4.044630 0.668701 0.007 0.002 -0.006 0.5009
H 2.979140 4.479342 -2.221979 -0.006 -0.012 -0.008 0.0410
H 4.013183 5.442303 -1.197412 -0.002 -0.003 0.006 0.5573
H 1.928401 6.688595 -1.571533 -0.005 0.002 0.004 0.5656
H 1.937104 6.154513 0.093368 -0.004 0.002 0.003 0.3247
H 0.318876 5.099839 -2.246441 0.010 0.000 -0.002 0.3568
H -0.236088 5.575550 -0.659858 0.000 -0.004 -0.009 0.0241
```
Positions in Å, forces in eV/Å.